Below is C4H12N2S in the gas phase in a non-equilibrium geometry, with properties calculated with ωB97M-V with the def2-TZVPD basis set.

```
19
Properties=species:S:1:pos:R:3:nbo_charge:R:1
C 2.194 -1.882 -0.401 -0.408
N 1.640 -0.705 -1.004 -0.650
C 0.664 0.113 -0.270 -0.069
C 0.062 1.022 -1.363 -0.216
N -1.164 1.801 -1.082 -0.843
C -0.408 -0.757 0.354 -0.521
S -1.339 0.063 1.710 -0.062
H 1.710 -2.812 -0.723 0.180
H 2.075 -1.847 0.685 0.176
H 3.253 -1.993 -0.627 0.202
H 2.250 -0.120 -1.545 0.371
H 1.235 0.685 0.455 0.175
H 0.857 1.699 -1.707 0.167
H -0.092 0.412 -2.238 0.190
H -0.962 2.750 -1.365 0.354
H -1.269 1.874 -0.070 0.363
H -0.101 -1.705 0.758 0.225
H -1.139 -1.052 -0.397 0.232
H -2.526 -0.064 1.124 0.134
```

Values from the calculation:
Calculated total energy in Ha: -667.2641
E_LUMO in eV: 0.96
Energy relative to the best compared isomer or geometry (same formula, charge and spin) in kcal/mol: 19.3
SMILES: CN[C@@H](CN)CS
Multiplicity: 1
HOMO energy in eV: -8.577
Frontier orbital gap in eV: 9.5